Entry 1:
The following is a quantum chemistry calculation of a molecular structure, C51H42LuN2O2P3S2 at a distorted geometry, from the Open Molecules 2025 dataset.

```
103
Properties=species:S:1:pos:R:3:forces:R:3:mulliken_charge:R:1
Lu -0.711 -0.242 0.597 0.5762 -0.8289 0.5090 0.9238
C -0.846 3.259 0.300 1.4542 0.2789 0.0900 -1.0740
P -0.301 2.286 1.805 -1.2692 0.9969 0.0993 1.1545
C 1.191 3.124 2.400 1.0469 1.6438 0.2008 0.1996
C 1.253 4.048 3.500 -0.3768 -1.6528 -1.1309 -0.4597
C 2.475 4.519 3.945 -0.9290 0.3438 -0.1225 -0.6648
C 3.627 4.244 3.237 0.2756 -0.5778 -0.4151 -0.5248
C 3.595 3.484 2.045 -2.4435 1.1471 1.0942 -0.8526
C 2.369 2.989 1.598 -0.8754 -0.6500 1.5377 -0.3739
C -1.695 2.427 3.010 0.7681 0.4120 0.0250 -0.1951
C -1.608 2.235 4.344 -0.8446 -0.2660 -0.2864 -0.1412
C -2.877 2.069 5.116 3.3179 -0.4807 1.3769 -0.6774
C -4.056 2.032 4.582 -1.3877 -0.1348 -1.7636 -0.6882
C -4.172 2.223 3.129 -1.8969 0.1078 0.9993 -0.9382
C -3.026 2.520 2.341 1.4070 -0.1271 0.0217 -0.3175
C -0.064 2.625 -0.793 0.7788 1.5217 -0.8684 0.1243
C 0.638 3.343 -1.779 -0.4964 -1.1385 1.3113 -2.0860
C 1.168 2.351 -2.593 0.6703 0.8499 -1.3179 -0.5563
C 0.705 1.145 -2.152 0.8624 -1.0518 -1.2530 -0.1223
C 0.786 0.017 -3.148 0.3740 1.3136 -1.8616 -0.7707
P 2.268 -1.078 -3.350 -0.4543 -0.8271 0.1252 -0.6366
C 1.857 -2.208 -1.949 -0.4589 -1.9525 1.5206 1.2049
C 2.681 -3.491 -1.843 -0.3364 -1.4002 0.9658 -0.7378
C 2.732 -4.578 -0.946 0.1067 1.7898 -1.6437 -0.4230
C 2.048 -4.821 0.359 -1.5899 -0.2481 -0.1068 -0.6650
C 0.702 -4.727 0.586 0.9001 -0.0633 0.3736 -0.2577
C 0.622 -2.119 -1.363 0.9780 -0.1620 0.0329 1.2825
C 3.737 -0.006 -3.097 -0.6472 0.5480 0.3123 0.2152
C 4.114 0.633 -4.289 1.2240 0.8474 2.1462 -0.5281
C 4.956 1.773 -4.286 -1.1261 -1.4864 1.0198 -0.8161
C 5.335 2.256 -3.023 -0.0158 0.2651 -0.8801 -0.3596
C 4.966 1.621 -1.840 1.0188 -0.3333 0.6283 -0.4314
C 4.225 0.459 -1.872 -0.5630 0.1303 -0.4898 -0.0360
N 0.003 1.261 -1.003 -0.5848 0.5530 0.6080 1.8908
H -0.671 4.349 0.217 0.1097 -0.4723 0.6934 0.1731
H -1.857 3.124 0.051 -1.6378 -0.3790 0.1672 0.5640
H 0.354 4.366 4.017 -0.0652 -0.2969 -0.0046 0.4556
H 2.415 5.180 4.816 0.5974 -0.2571 -0.3000 0.3820
H 4.528 4.631 3.666 0.6353 0.0942 -0.2530 0.3841
H 4.351 3.421 1.336 1.8468 -0.1781 -0.5756 0.5641
H 2.314 2.399 0.689 0.0502 0.0397 -0.0551 0.3041
H -0.633 2.070 4.836 -0.6978 0.2311 -0.2197 0.5360
H -2.777 1.801 6.161 0.1158 0.3012 0.1277 0.3367
H -4.943 1.801 5.134 -0.3052 0.0237 0.2582 0.4464
H -5.124 2.598 2.794 -0.1074 0.4485 -0.0015 0.5439
H -3.095 3.220 1.536 -0.2111 0.1730 -0.2795 0.9189
H 0.727 4.396 -1.952 -0.0298 0.3575 0.3960 0.5864
H 1.787 2.532 -3.491 -0.5338 -0.3075 0.5351 0.4650
H 0.756 0.674 -4.080 0.1615 -1.4663 0.6494 0.8829
H -0.087 -0.642 -3.262 0.3665 0.3794 0.0874 -0.2393
H 3.333 -3.597 -2.720 -0.1427 -0.1339 0.3520 0.2591
H 3.416 -5.412 -1.287 -0.6741 1.1162 0.6007 0.3053
H 2.638 -5.307 1.156 -0.3188 0.4395 -0.4676 0.4102
H 0.141 -5.030 1.503 1.2220 0.1770 -0.4910 0.4433
H 0.132 -1.130 -1.514 0.1796 -0.9142 0.1214 -2.1979
H 3.776 0.164 -5.148 -0.5794 -0.4347 -1.9335 0.5409
H 5.224 2.174 -5.253 0.2598 0.4102 0.2856 0.4094
H 5.928 3.151 -2.975 0.2345 0.2200 0.0720 0.3847
H 5.378 1.929 -0.855 -0.4010 0.1489 -0.8957 0.3805
H 3.955 -0.036 -0.955 -0.1316 -0.1357 0.2037 0.6023
S -3.812 0.860 1.953 0.5672 -0.4900 -0.6365 -0.0727
C -0.290 -0.718 2.829 0.0020 -0.0169 1.4010 -0.2367
N 0.890 -0.771 2.295 1.5243 -0.0152 -0.3680 0.7441
C 1.939 -1.231 3.133 0.6539 -0.6107 0.1342 -0.9114
C 3.323 -1.459 2.802 -2.7380 0.2723 0.9149 -0.7014
C 4.140 -2.020 3.762 0.1292 0.4320 -0.4018 -0.7688
C 3.693 -2.381 5.031 -1.2066 0.4766 0.2146 -0.4977
C 2.357 -2.164 5.369 0.1193 -0.0635 -0.3977 -0.5588
C 1.505 -1.582 4.432 -0.6593 0.5404 -0.9681 0.8794
S -0.228 -1.189 4.515 0.3192 -0.3755 -0.0283 -0.3455
H 3.595 -1.180 1.814 0.6847 0.0258 -0.6219 0.7437
H 5.171 -2.126 3.509 0.6168 -0.2558 -0.0465 0.4310
H 4.350 -2.765 5.793 0.2476 -0.2246 -0.1025 0.3884
H 1.944 -2.496 6.308 0.1362 0.0782 0.2852 0.4078
O -0.763 -2.336 0.514 -0.0379 -0.0636 0.2096 -0.5465
C -0.434 -3.032 -0.620 0.0537 2.6132 -0.9398 0.9850
O -0.234 -4.355 -0.347 1.0831 -1.0457 -0.6350 -0.4592
C -1.674 -3.007 -1.557 0.4180 0.0855 -0.0513 -1.8024
P -2.532 -1.399 -1.371 0.2294 -0.0997 -1.5395 2.2289
C -4.234 -1.816 -0.953 1.4743 -0.4150 1.0949 0.4566
C -4.332 -2.253 0.348 -0.4698 -0.6913 1.8963 -0.7433
C -5.584 -2.654 0.863 1.1399 0.0267 0.7250 -0.5350
C -6.705 -2.618 0.063 0.8366 0.4963 -1.2820 -0.7386
C -6.557 -2.241 -1.281 -0.0123 -0.3240 -0.1289 -0.5835
C -5.322 -1.852 -1.763 -0.5404 0.6492 -1.4352 -0.3152
C -2.608 -0.863 -3.123 0.0512 1.4008 0.1173 -0.5019
C -2.853 -1.561 -4.316 0.3274 1.1580 0.5219 -0.0689
C -2.849 -0.884 -5.502 0.3060 1.8850 -1.3393 -0.7631
C -2.532 0.521 -5.573 0.1972 -1.0156 -0.0826 -0.4915
C -2.229 1.221 -4.424 -0.4144 0.4804 0.0946 -0.3857
C -2.335 0.505 -3.229 0.2304 0.5273 0.4250 -0.3565
H -2.247 -3.770 -1.103 -1.0981 -0.8634 0.2382 0.7788
H -1.497 -3.266 -2.610 0.1358 0.0756 0.3253 0.3918
H -3.426 -2.324 1.011 -0.9225 0.1366 -0.7218 0.2662
H -5.634 -3.011 1.910 -0.0753 0.3304 -0.7333 0.4012
H -7.655 -2.852 0.449 -1.0359 -0.4527 0.3892 0.4600
H -7.329 -2.324 -2.040 -0.3703 0.1460 0.5291 0.3853
H -5.183 -1.512 -2.799 -0.3497 -0.3098 0.3447 0.3329
H -2.978 -2.594 -4.382 -0.4020 -1.5968 0.3538 0.5604
H -3.072 -1.417 -6.434 0.1950 0.2198 0.4043 0.3898
H -2.403 1.045 -6.514 -0.3444 -0.3434 -0.1737 0.3903
H -1.968 2.328 -4.429 -0.2738 -1.7126 0.0115 0.3550
H -2.077 1.045 -2.325 -0.1340 -0.0220 0.0719 -0.0955
```
Forces are in eV/Å.

For the total energy, the calculation gives -5284.45933 Ha. The largest force on an atom comes out at 3.62 eV/Å. The HOMO energy comes out at -6.90 eV. As for the gap between HOMO and LUMO: 6.85 eV.

***

Entry 2:
The following is a quantum chemistry calculation of a single C6H8N2O molecule at a distorted geometry, from the Open Molecules 2025 dataset.

```
17
Properties=species:S:1:pos:R:3:forces:R:3:nbo_charge:R:1
C 1.022 1.581 -0.060 0.8214 0.3085 0.0101 -0.1849
C 0.105 0.691 0.103 1.2389 -1.1638 -0.0255 0.0715
C 2.447 -1.047 0.053 -2.4611 -0.5133 0.3736 0.6332
C -1.585 -0.952 -0.810 -0.0710 -0.1249 -0.0838 -0.3921
C -1.428 -1.267 0.639 -0.0270 -0.1464 -0.0107 -0.3835
C -1.208 0.149 0.151 -0.5555 0.1736 0.0151 -0.3559
N 2.459 1.389 -0.033 -0.0003 0.2702 -0.0405 -0.4407
N 3.045 0.093 -0.032 1.0037 1.1539 -0.1279 -0.4872
O 2.643 -2.223 -0.034 0.5570 0.7100 -0.0669 -0.5384
H 0.888 2.648 -0.256 -0.3482 -0.0470 0.0754 0.2026
H -0.819 -1.303 -1.483 0.1404 0.0455 0.0005 0.2255
H -2.573 -0.932 -1.243 -0.1066 0.0478 0.0705 0.2160
H -2.315 -1.465 1.221 -0.1033 0.0892 0.0386 0.2142
H -0.559 -1.828 0.944 0.1400 0.0376 -0.0257 0.2307
H -1.994 0.855 0.418 -0.0077 -0.0837 -0.0610 0.2296
H 2.851 1.933 0.737 -0.0629 -0.3849 -0.1108 0.3644
H 4.013 0.197 -0.337 -0.1578 -0.3724 -0.0312 0.3952
```
Forces are in eV/Å.

For the total energy, the calculation gives -417.96175 Ha. The largest force on an atom comes out at 2.54 eV/Å. The energy above the lowest of the compared OMol25 structures with the same formula, charge and spin comes out at 139.02 kcal/mol. The HOMO energy (alpha / beta) comes out at -7.57 / -7.86 eV. As for the gap between HOMO and LUMO (alpha / beta): 7.85 / 8.21 eV.

***

Entry 3:
The following is a quantum chemistry calculation of 2 unconnected molecules or ions with the total composition C3H9N4 at a distorted geometry, from the Open Molecules 2025 dataset.

```
16
Properties=species:S:1:pos:R:3:forces:R:3:nbo_charge:R:1
C 1.694 0.334 -0.722 0.6591 1.3622 -0.2826 -0.1342
C 1.309 1.522 -0.199 2.8099 0.9718 -3.2336 -0.0917
C 0.815 -0.663 -0.091 -1.2555 -2.1856 -3.0586 -0.0301
N -0.053 0.124 0.751 -1.4886 -1.7229 1.4377 0.0376
N 1.333 -1.772 0.585 1.1743 0.3047 2.2290 -0.8128
N -2.018 0.183 -0.096 -1.1385 0.7395 -2.9533 -0.9959
N 0.294 1.305 0.635 -1.6820 0.6956 2.1031 -0.2265
H 2.357 0.065 -1.552 -0.0874 0.5054 0.7077 0.2727
H 1.574 2.565 -0.328 0.4027 -0.3450 -0.4086 0.2550
H 0.275 -1.158 -1.043 0.3949 1.5471 2.0042 0.3102
H 0.997 -2.713 0.415 -0.2637 0.5830 0.1313 0.4141
H 1.437 -1.494 1.581 0.1740 -1.2360 -0.9993 0.3888
H -2.411 -0.039 0.801 -0.3253 0.7220 0.3228 0.3991
H -2.534 -0.399 -0.783 0.4308 0.4390 0.4813 0.3940
H -0.239 2.039 1.118 0.5459 -0.4230 0.1419 0.4350
H -2.090 1.185 -0.476 -0.3507 -1.9577 1.3769 0.3848
```
Forces are in eV/Å.

For the total energy, the calculation gives -338.36521 Ha. The largest force on an atom comes out at 4.39 eV/Å. The energy above the lowest of the compared OMol25 structures with the same formula, charge and spin comes out at 97.66 kcal/mol. Its net charge is +1. The HOMO energy (alpha / beta) comes out at -13.57 / -13.57 eV. As for the gap between HOMO and LUMO (alpha / beta): 8.23 / 8.23 eV.